No. 1
{"formula": "C32H44Cl2CrNP", "method": "ωB97M-V/def2-TZVPD", "elements": ["P", "C", "C", "C", "C", "C", "C", "C", "C", "C", "C", "C", "C", "C", "C", "C", "C", "C", "C", "H", "H", "H", "H", "H", "H", "H", "H", "H", "H", "H", "H", "H", "H", "H", "H", "H", "H", "H", "H", "H", "H", "H", "H", "H", "H", "H", "H", "H", "H", "H", "H", "H", "Cr", "Cl", "Cl", "C", "H", "C", "C", "C", "C", "C", "C", "H", "H", "H", "H", "H", "N", "C", "C", "C", "C", "C", "C", "C", "H", "H", "H", "H", "H"], "positions_angstrom": [[-0.136, 0.777, -1.115], [-1.789, 0.227, -1.811], [-2.275, 1.070, -2.990], [-3.719, 0.687, -3.349], [-3.877, -0.822, -3.577], [-3.303, -1.672, -2.436], [-1.856, -1.272, -2.100], [1.285, 0.128, -2.124], [1.180, 0.511, -3.594], [2.492, 0.145, -4.307], [2.862, -1.331, -4.102], [2.839, -1.767, -2.628], [1.522, -1.375, -1.941], [-0.085, 2.630, -1.207], [-1.201, 3.216, -0.334], [-1.193, 4.748, -0.414], [0.171, 5.338, -0.037], [1.329, 4.669, -0.790], [1.274, 3.135, -0.715], [-2.447, 0.409, -0.941], [-1.617, 0.909, -3.857], [-2.236, 2.143, -2.754], [-4.034, 1.251, -4.237], [-4.371, 1.000, -2.521], [-4.936, -1.061, -3.722], [-3.354, -1.088, -4.505], [-3.918, -1.541, -1.535], [-3.342, -2.737, -2.699], [-1.485, -1.837, -1.232], [-1.209, -1.524, -2.957], [2.164, 0.629, -1.680], [3.288, 0.781, -3.896], [0.979, 1.586, -3.716], [0.344, -0.032, -4.059], [2.404, 0.381, -5.375], [3.853, -1.524, -4.528], [2.144, -1.949, -4.655], [2.999, -2.853, -2.544], [3.665, -1.282, -2.088], [1.549, -1.625, -0.871], [0.690, -1.953, -2.368], [-0.227, 2.967, -2.257], [-2.194, 2.837, -0.614], [-1.051, 2.890, 0.706], [-1.433, 5.029, -1.448], [-1.982, 5.163, 0.227], [0.329, 5.217, 1.043], [0.175, 6.413, -0.246], [2.295, 5.030, -0.411], [1.271, 4.946, -1.851], [2.103, 2.714, -1.300], [1.434, 2.792, 0.318], [0.070, -0.125, 1.704], [2.199, 0.484, 1.384], [-1.998, 0.603, 1.766], [-0.369, -1.873, 1.140], [-1.450, -2.050, 0.950], [0.377, -3.090, 1.149], [1.804, -3.088, 1.214], [2.498, -4.287, 1.199], [1.810, -5.512, 1.143], [0.403, -5.526, 1.093], [-0.310, -4.339, 1.081], [2.331, -2.134, 1.283], [3.590, -4.279, 1.236], [-0.132, -6.476, 1.064], [-1.401, -4.331, 1.031], [2.366, -6.451, 1.140], [0.263, -0.388, 3.555], [0.150, -0.078, 4.688], [0.098, 0.027, 6.074], [-1.151, 0.180, 6.715], [-1.198, 0.123, 8.105], [-0.006, -0.066, 8.827], [1.241, -0.186, 8.185], [1.296, -0.131, 6.796], [-2.039, 0.315, 6.102], [-2.167, 0.223, 8.609], [-0.048, -0.117, 9.917], [2.171, -0.326, 8.749], [2.230, -0.227, 6.244]], "forces_ev_per_a": [[0.0575, -1.0298, 1.7727], [0.5888, 0.7258, 0.1263], [-0.3282, -0.1651, -0.1686], [0.1048, 0.0597, 0.1068], [0.0956, 0.0309, -0.0589], [0.1282, 0.1549, 0.1321], [-0.1051, -0.1250, -0.1484], [-0.6204, 0.5194, 0.0022], [0.5268, -0.1730, -0.3367], [-0.1299, 0.0760, 0.0410], [-0.0921, -0.0666, 0.0221], [-0.1092, 0.1398, 0.0925], [0.0457, -0.1175, 0.1233], [-0.0556, -0.3157, -0.7157], [-0.0625, 0.1973, 0.1921], [0.0938, -0.1401, -0.1212], [0.0293, -0.1147, 0.0723], [-0.1113, -0.1759, -0.1113], [0.1259, 0.2559, 0.1882], [0.1398, 0.0189, -0.2328], [-0.1580, 0.0213, 0.1253], [0.0201, -0.2624, -0.0466], [-0.0632, -0.1567, 0.1040], [0.0597, -0.0504, -0.0955], [0.0676, -0.0215, -0.0619], [-0.0433, -0.0101, 0.0057], [0.0664, -0.0085, -0.0944], [-0.0365, 0.1719, 0.0292], [-0.0715, 0.1397, -0.2592], [-0.1753, 0.0934, 0.1423], [-0.2737, -0.0440, -0.0686], [-0.0521, -0.0625, -0.0674], [0.0190, -0.1980, 0.0358], [0.1425, 0.0733, 0.0817], [0.1455, -0.1004, 0.0970], [-0.0954, -0.0246, -0.0373], [0.0549, 0.0208, -0.0066], [-0.0289, 0.2589, -0.0562], [-0.0861, -0.0573, -0.0723], [0.0243, 0.1101, -0.3534], [0.2368, 0.1160, 0.0296], [0.0243, -0.0188, 0.3365], [0.2360, 0.0270, 0.0016], [0.0076, 0.0701, -0.2482], [-0.0118, 0.0868, 0.0477], [0.1407, -0.0444, -0.0996], [-0.0240, -0.0132, -0.1092], [0.0158, -0.0185, 0.0936], [-0.1856, -0.0295, -0.0594], [0.0414, 0.0948, 0.0553], [-0.2065, 0.0885, 0.0634], [-0.0642, 0.1011, -0.2359], [0.6807, 0.9476, -1.5546], [1.0641, 0.0958, 0.0459], [-1.5439, 0.5104, 0.3875], [-0.5467, -1.8208, -0.1719], [0.4765, 0.1184, 0.2914], [-0.2937, 0.7162, -0.1133], [-0.0992, -0.4929, 0.1102], [-0.2304, -0.0631, 0.0122], [-0.0280, -0.0894, -0.0030], [0.2404, 0.1487, -0.0321], [0.5320, -0.1228, -0.0858], [-0.1757, -0.3226, -0.0311], [-0.2774, -0.0353, -0.0007], [0.1442, 0.1421, -0.0175], [0.2998, -0.0316, 0.0425], [-0.1525, 0.2322, 0.0089], [-0.5699, 0.8369, 2.1247], [0.5389, -0.8066, -1.9911], [-0.2477, -0.1445, 0.1051], [0.2078, -0.0472, 0.5612], [0.2559, 0.0666, -0.4362], [0.0591, -0.0141, 0.4048], [-0.3103, 0.1217, -0.4150], [-0.0406, -0.0067, 0.6193], [0.1279, -0.0590, 0.1913], [0.5258, -0.0599, -0.0991], [0.0054, 0.0192, -0.3045], [-0.5019, 0.0667, -0.1090], [-0.1889, -0.0138, 0.2051]], "lowdin_charge": [1.061, -0.438, -0.215, -0.203, -0.211, -0.194, -0.207, -0.451, -0.218, -0.205, -0.210, -0.190, -0.203, -0.461, -0.244, -0.202, -0.210, -0.202, -0.236, 0.071, 0.103, 0.094, 0.103, 0.114, 0.100, 0.108, 0.116, 0.107, 0.091, 0.102, 0.092, 0.111, 0.104, 0.102, 0.102, 0.100, 0.109, 0.110, 0.115, 0.072, 0.102, 0.108, 0.099, 0.067, 0.107, 0.107, 0.113, 0.099, 0.106, 0.107, 0.101, 0.059, -0.058, 0.046, 0.057, -0.249, 0.017, -0.338, -0.088, -0.117, -0.139, -0.130, -0.074, 0.043, 0.092, 0.086, 0.099, 0.078, 0.021, -0.101, -0.236, -0.037, -0.099, -0.117, -0.097, -0.041, 0.116, 0.101, 0.088, 0.100, 0.117], "s2": 4.2040, "spin_multiplicity": 4, "orbital_gap_ev": [5.36, 4.30], "charge": -1, "e_tot_ev": -98146.34391, "homo_ev": [-2.641, -2.237]}

No. 2
{"formula": "CHN3O2", "method": "ωB97M-V/def2-TZVPD", "elements": ["O", "C", "N", "N", "O", "N", "H"], "positions_angstrom": [[1.535, -0.118, -0.668], [0.298, -0.065, -0.177], [-0.579, 0.929, -0.546], [-1.672, 0.668, 0.011], [-1.519, -0.476, 0.745], [-0.261, -0.936, 0.611], [2.199, -0.002, 0.023]], "forces_ev_per_a": [[0.1403, 0.1136, 0.0280], [-0.2502, -0.1826, 0.1743], [-0.2546, -0.1152, 0.0844], [0.2572, 0.0714, -0.1342], [-0.1043, -0.0023, 0.1022], [0.2979, 0.2509, -0.2599], [-0.0862, -0.1358, 0.0052]], "lowdin_charge": [0.105, -0.478, 0.111, 0.052, -0.065, 0.145, 0.129], "orbital_gap_ev": 11.65, "e_tot_ev": -9615.40179, "smiles": "Oc1nnon1", "homo_ev": -11.497, "e_above_lowest_kj_mol": 193.4}